Here is a structure of composition C15H30Cl3MoN4O4S3 in a non-equilibrium geometry from the OMol25 dataset. Energies are from ωB97M-V/def2-TZVPD.

As for the orbital gap (spin up / spin down): 7.76 / 7.40 eV. The HOMO energy (spin up / spin down) comes out at -17.84 / -17.81 eV.

ORCA input file:
```
! RIJCOSX wB97M-V def2-TZVPD def2/J DEFGRID3
* xyz 3 3
Mo -0.028 -0.012 -0.088
C -3.202 1.196 0.241
C -3.108 1.176 -1.271
S -1.744 0.129 -1.929
C -0.921 1.274 -3.099
C -0.388 2.560 -2.497
S 0.707 2.291 -1.046
C 0.105 3.509 0.164
C -1.332 3.312 0.587
S -1.652 1.588 1.125
H -3.503 0.232 0.647
H -3.939 1.937 0.558
H -2.978 2.170 -1.694
H -4.029 0.761 -1.681
H -1.647 1.500 -3.881
H -0.126 0.674 -3.544
H -1.181 3.242 -2.197
H 0.222 3.070 -3.243
H 0.256 4.504 -0.258
H 0.788 3.390 1.006
H -2.042 3.557 -0.201
H -1.547 3.954 1.442
C 4.528 -1.000 -2.971
N 3.543 -0.637 -1.949
C 3.913 0.525 -1.145
C 2.339 -1.194 -1.854
O 1.350 -0.497 -1.338
N 2.097 -2.427 -2.285
C 0.749 -2.899 -2.592
C 3.131 -3.455 -2.418
H 4.898 -0.079 -3.420
H 4.074 -1.602 -3.751
H 5.378 -1.529 -2.540
H 4.913 0.362 -0.744
H 3.223 0.661 -0.322
H 3.932 1.428 -1.758
H 0.009 -2.131 -2.401
H 0.513 -3.776 -1.989
H 0.697 -3.185 -3.644
H 4.045 -3.160 -1.912
H 3.343 -3.677 -3.464
H 2.760 -4.367 -1.953
C 2.638 2.202 3.081
N 2.693 0.752 3.224
C 2.054 -0.082 2.413
N 2.163 -1.398 2.594
O 1.358 0.418 1.453
H 3.319 2.643 3.801
H 1.633 2.577 3.277
H 2.950 2.499 2.080
H 3.218 0.378 3.998
H 2.698 -1.783 3.356
H 1.730 -2.039 1.951
Cl -3.120 -3.609 1.331
C -1.440 -3.350 1.778
Cl -1.309 -2.810 3.481
Cl -0.468 -4.782 1.516
C -0.881 -2.168 1.006
O 0.271 -2.164 0.502
O -1.550 -1.093 0.881
*
```

natural (NBO) atomic charge list, values in e, 5 entries: 1.222, -0.536, -0.526, 0.441, -0.528

***

Here is the molecule C3H8N4S in a non-equilibrium geometry from the OMol25 dataset. Energies are from ωB97M-V/def2-TZVPD.

For the energy relative to the best compared isomer or geometry (same formula, charge and spin), the calculation gives 162.6 kJ/mol. Its SMILES is [H]/N=C(/N)S/C(=N/[H])NC. As for the orbital gap: 9.75 eV. The HOMO energy comes out at -9.11 eV.

ORCA input file:
```
! RIJCOSX wB97M-V def2-TZVPD def2/J DEFGRID3
* xyz 0 1
H 1.687 1.824 0.150
N 2.622 1.264 0.066
C 2.231 0.078 0.048
N 3.022 -1.085 0.013
S 0.510 -0.458 0.068
C -0.670 0.775 -0.008
N -0.424 2.039 -0.029
H -1.310 2.529 -0.164
N -2.021 0.247 0.039
C -2.391 -1.189 0.020
H 4.153 -0.853 0.308
H 2.682 -1.622 -0.824
H -2.595 1.065 0.052
H -3.500 -1.198 -0.103
H -1.769 -1.822 -0.683
H -2.226 -1.596 1.049
*
```

natural (NBO) atomic charge list, values in e, 5 entries: 0.390, -0.662, 0.294, -0.878, 0.195

***

Here is a cluster of 10 separate species, C26H72O10 in total in a non-equilibrium geometry from the OMol25 dataset. Energies are from ωB97M-V/def2-TZVPD.

For the energy relative to the best compared isomer or geometry (same formula, charge and spin), the calculation gives 167.2 kJ/mol. Its SMILES is CC(C)O.CC(C)O.CC(C)O.CC(C)O.CC(C)O.CC(C)O.CCO.CCO.CCO.CCO. As for the orbital gap: 9.36 eV. The HOMO energy comes out at -9.05 eV.

ORCA input file:
```
! RIJCOSX wB97M-V def2-TZVPD def2/J DEFGRID3
* xyz 0 1
C -5.342 -0.694 0.043
C -4.661 -1.801 -0.762
C -5.699 -2.755 -1.339
O -4.024 -1.220 -1.912
H -4.632 0.039 0.427
H -5.793 -1.126 0.937
H -6.037 -0.070 -0.519
H -3.957 -2.353 -0.139
H -6.444 -2.251 -1.955
H -6.257 -3.291 -0.572
H -5.115 -3.526 -1.841
H -4.282 -0.296 -1.939
C -2.476 -1.237 2.790
C -2.643 -2.564 3.598
C -3.989 -3.212 3.540
O -1.745 -3.503 3.121
H -2.851 -1.453 1.789
H -1.454 -0.860 2.745
H -3.087 -0.470 3.265
H -2.387 -2.326 4.630
H -4.836 -2.599 3.849
H -4.041 -4.076 4.201
H -4.158 -3.589 2.531
H -0.894 -3.328 3.530
C -1.329 3.748 1.113
C -2.084 5.066 0.845
C -2.762 5.636 2.113
O -1.147 6.038 0.475
H -1.954 2.872 1.283
H -0.651 3.883 1.956
H -0.714 3.502 0.248
H -2.838 4.816 0.098
H -1.958 5.789 2.834
H -3.471 4.873 2.433
H -3.269 6.597 2.021
H -0.550 6.133 1.220
C 3.022 -3.545 4.416
C 1.866 -3.095 3.537
C 1.593 -4.011 2.372
O 0.726 -3.059 4.320
H 3.831 -3.806 3.735
H 2.912 -4.461 4.997
H 3.414 -2.733 5.029
H 2.080 -2.100 3.146
H 1.208 -4.981 2.684
H 2.548 -4.267 1.913
H 0.879 -3.692 1.613
H 1.011 -2.736 5.179
C 1.189 -0.794 0.403
C -0.144 -0.831 -0.308
C -0.935 0.498 -0.266
O -0.041 -1.068 -1.705
H 1.709 -1.752 0.384
H 0.968 -0.593 1.452
H 1.875 -0.073 -0.042
H -0.740 -1.596 0.189
H -1.121 0.689 0.791
H -1.926 0.386 -0.705
H -0.462 1.360 -0.736
H 0.707 -0.609 -2.093
C 3.378 -1.576 -6.601
C 3.342 -2.790 -5.641
C 3.517 -2.391 -4.157
O 2.132 -3.491 -5.767
H 2.738 -0.745 -6.302
H 3.110 -1.742 -7.644
H 4.382 -1.153 -6.607
H 4.174 -3.438 -5.915
H 3.519 -3.268 -3.509
H 2.688 -1.730 -3.901
H 4.447 -1.858 -3.960
H 1.721 -3.355 -6.623
C 4.263 0.268 3.410
C 2.878 0.790 3.594
O 2.850 2.185 3.735
H 4.695 0.754 2.535
H 4.407 -0.812 3.398
H 4.758 0.694 4.283
H 2.276 0.315 4.369
H 2.296 0.552 2.703
H 2.036 2.554 4.088
C 2.516 3.214 0.768
C 2.433 3.928 -0.561
O 1.549 3.256 -1.458
H 3.462 3.553 1.192
H 2.422 2.129 0.745
H 1.751 3.537 1.474
H 3.455 4.030 -0.926
H 2.124 4.968 -0.452
H 0.913 3.898 -1.781
C -2.563 1.516 -3.457
C -3.610 2.108 -2.500
O -4.791 1.424 -2.467
H -2.465 0.432 -3.395
H -1.547 1.867 -3.281
H -2.639 1.793 -4.509
H -3.816 3.156 -2.719
H -3.156 1.941 -1.523
H -5.073 1.458 -3.384
C 4.229 1.219 -3.273
C 3.497 0.480 -2.188
O 2.147 0.668 -2.395
H 3.826 2.193 -3.549
H 4.199 0.731 -4.248
H 5.286 1.310 -3.021
H 3.809 0.901 -1.232
H 3.730 -0.584 -2.161
H 2.065 1.593 -2.150
*
```

Löwdin atomic charge list, values in e, 5 entries: -0.064, -0.464, -0.065, -0.066, 0.066

***

Here is a structure of composition C15H42Cu2O17 in a non-equilibrium geometry from the OMol25 dataset. Energies are from ωB97M-V/def2-TZVPD.

For the energy relative to the best compared isomer or geometry (same formula, charge and spin), the calculation gives 0.0 kJ/mol. As for the orbital gap: 7.28 eV. The HOMO energy comes out at -9.19 eV.

ORCA input file:
```
! RIJCOSX wB97M-V def2-TZVPD def2/J DEFGRID3
* xyz 0 1
Cu -1.882 -1.686 0.766
Cu 1.621 -1.786 -2.409
C 0.580 -0.456 -0.001
O 1.695 -0.151 -0.481
O -0.071 -1.405 -0.570
O 0.033 0.181 0.953
C -1.436 -0.257 3.920
C -0.384 -1.328 3.994
O 0.025 -1.838 2.720
O -0.879 0.972 3.481
H -1.910 -0.153 4.897
H -2.233 -0.523 3.203
H -0.729 -2.222 4.521
H 0.518 -0.984 4.509
H 0.218 -1.074 2.154
H -0.727 0.799 2.545
C -0.218 2.994 -2.130
C 1.271 2.831 -2.305
O 1.704 1.511 -2.613
O -0.873 2.978 -3.395
H -0.472 3.908 -1.587
H -0.577 2.103 -1.593
H 1.798 3.326 -1.487
H 1.522 3.382 -3.217
H 1.654 1.050 -1.764
H -1.811 3.157 -3.309
C 0.221 -4.276 -2.946
C 0.751 -4.698 -1.602
O 1.280 -3.655 -0.845
O 1.384 -3.745 -3.636
H -0.486 -3.443 -2.867
H -0.209 -5.088 -3.534
H 1.506 -5.475 -1.743
H -0.033 -5.250 -1.064
H 0.624 -2.999 -0.553
H 1.036 -3.251 -4.390
C -4.351 2.504 0.468
C -3.165 1.846 1.135
O -2.570 0.964 0.137
O -3.951 3.436 -0.514
H -4.959 2.997 1.227
H -4.964 1.722 0.009
H -3.418 1.210 1.985
H -2.376 2.496 1.507
H -1.638 0.829 0.379
H -3.568 2.966 -1.260
C 1.295 3.134 2.222
C 2.550 2.247 2.064
O 2.909 2.067 0.675
O 0.799 3.177 3.561
H 0.491 2.844 1.538
H 1.579 4.128 1.863
H 2.332 1.254 2.478
H 3.391 2.610 2.654
H 2.390 1.291 0.394
H 0.101 2.505 3.616
C 4.756 -0.886 1.090
C 3.894 -1.497 2.209
O 4.273 -2.783 2.642
O 4.281 -1.231 -0.216
H 5.824 -1.057 1.200
H 4.555 0.190 1.133
H 2.923 -1.428 1.698
H 3.834 -0.805 3.049
H 4.093 -3.353 1.886
H 3.463 -0.756 -0.396
C -3.790 -0.416 -3.154
C -2.498 -1.221 -3.025
O -1.485 -0.249 -2.736
O -4.170 0.091 -1.896
H -4.571 -1.105 -3.487
H -3.661 0.380 -3.893
H -2.281 -1.530 -4.054
H -2.558 -1.984 -2.248
H -0.886 -0.557 -2.045
H -3.384 0.519 -1.520
*
```

Löwdin atomic charge list, values in e, 5 entries: 0.637, 0.600, -0.819, -0.042, -0.107